[1]
This record from the Open Molecules 2025 dataset describes a structure of composition C27H40Cl2DyN3O4 at a distorted geometry. The level of theory is ωB97M-V/def2-TZVPD.

Atoms and positions in Å:
O: 0.395 -0.458 -1.922
C: -0.517 -0.319 -2.865
C: -0.258 1.030 -3.528
C: 0.403 2.042 -2.843
H: 0.773 1.856 -1.833
C: 0.597 3.278 -3.467
H: 1.109 4.072 -2.922
C: 0.140 3.484 -4.768
H: 0.292 4.446 -5.255
C: -0.511 2.445 -5.448
H: -0.862 2.594 -6.466
C: -0.708 1.218 -4.825
H: -1.223 0.401 -5.336
H: -0.301 -1.118 -3.577
C: -2.298 -1.985 -2.168
C: -1.991 -0.538 -2.479
H: -3.371 -2.178 -2.238
H: -1.992 -2.270 -1.133
H: -1.718 -2.613 -2.829
C: -2.823 0.534 -2.281
C: -4.244 0.479 -1.744
H: -2.421 1.557 -2.464
H: -4.917 0.878 -2.484
H: -4.346 1.089 -0.832
H: -4.536 -0.549 -1.501
Dy: -0.096 -0.479 0.259
Cl: -2.633 -0.323 0.149
C: -1.282 -0.337 2.866
O: -0.377 -1.013 2.315
N: -1.407 -0.462 4.166
C: -0.858 -1.625 4.857
C: -2.094 0.551 4.930
H: -1.965 0.366 2.330
H: -0.296 -2.236 4.151
H: -1.690 -2.204 5.293
H: -0.210 -1.278 5.674
H: -2.284 1.424 4.286
H: -1.467 0.855 5.781
H: -3.048 0.154 5.304
H: 4.664 1.307 -1.923
H: 4.540 1.650 0.779
C: 3.578 1.196 -1.794
C: 3.475 1.388 0.682
N: 3.292 0.572 -0.509
H: 3.164 0.573 -2.602
C: 2.733 -0.632 -0.453
O: 2.003 -0.994 0.492
H: 3.135 0.842 1.563
H: 2.976 -1.316 -1.284
H: 3.106 2.192 -1.818
H: 2.887 2.312 0.572
H: -0.258 -5.970 0.665
H: 1.939 -6.135 -0.956
C: -0.649 -5.428 -0.208
C: 1.423 -5.414 -1.605
N: 0.437 -4.689 -0.847
H: -1.436 -4.738 0.096
C: 0.471 -3.357 -0.775
O: -0.331 -2.764 -0.031
H: 2.152 -4.699 -2.019
H: 1.220 -2.842 -1.427
H: -1.041 -6.154 -0.933
H: 0.932 -5.958 -2.425
Cl: -0.446 4.735 1.676
C: 0.305 3.553 2.636
C: 0.697 3.895 3.924
C: 1.323 2.966 4.767
C: 1.565 1.677 4.308
C: 1.178 1.328 3.016
C: 0.511 2.227 2.109
C: 0.108 1.904 0.806
H: 0.520 4.903 4.299
H: 1.629 3.242 5.778
H: 2.063 0.939 4.943
H: 1.414 0.301 2.686
H: -0.947 2.168 0.605
H: 0.706 2.451 0.053

The calculation puts the HOMO energy at -6.90 eV. As for the spin multiplicity: 6. For the LUMO energy, the calculation gives 0.189 eV. The expectation value of S² is 9.318.

[2]
This record from the Open Molecules 2025 dataset describes a structure of composition C16H16F2N3O3RuS3 at a distorted geometry. The level of theory is ωB97M-V/def2-TZVPD.

Atoms and positions in Å:
Ru: -0.672 -0.732 -0.455
C: 3.435 -3.967 0.607
S: 3.797 -2.477 -0.343
C: 2.203 -1.933 -0.803
S: 0.777 -2.783 -0.384
N: 2.189 -0.870 -1.544
N: 0.862 -0.570 -1.776
C: 0.541 -0.215 -2.959
C: -0.871 -0.367 -3.333
C: -1.401 0.070 -4.529
C: -2.753 -0.133 -4.765
C: -3.517 -0.774 -3.805
C: -2.908 -1.177 -2.629
N: -1.608 -0.990 -2.403
H: 4.406 -4.388 0.865
H: 2.875 -4.679 0.007
H: 2.882 -3.719 1.509
H: 1.315 0.058 -3.669
H: -0.767 0.580 -5.241
H: -3.208 0.222 -5.680
H: -4.569 -0.964 -3.961
H: -3.462 -1.673 -1.844
C: 2.198 2.453 4.255
C: 1.134 2.254 3.209
C: -0.210 2.475 3.504
C: -1.191 2.324 2.538
C: -0.823 1.967 1.248
C: 0.513 1.764 0.926
C: 1.481 1.895 1.910
S: -2.088 1.593 0.073
O: -3.164 2.512 0.265
O: -1.400 1.568 -1.227
O: -2.479 0.168 0.380
H: 1.781 2.397 5.260
H: 2.661 3.435 4.139
H: 2.985 1.704 4.162
H: -0.494 2.749 4.513
H: -2.237 2.476 2.771
H: 0.803 1.573 -0.099
H: 2.521 1.715 1.662
F: 0.812 -1.661 2.093
C: -0.359 -1.208 1.577
F: -1.257 -2.257 1.746
H: -0.732 -0.416 2.230

The calculation puts the HOMO energy (alpha / beta) at -8.47 / -8.38 eV. As for the spin multiplicity: 2. For the LUMO energy (alpha / beta), the calculation gives -1.088 / -1.004 eV. Its energy relative to the best compared isomer or geometry (same formula, charge and spin) is 1.669 eV. The expectation value of S² is 0.760.

[3]
This record from the Open Molecules 2025 dataset describes a cluster of 3 separate species, C3H6OS in total at a distorted geometry. The level of theory is ωB97M-V/def2-TZVPD.

Atoms and positions in Å:
C: 1.526 -0.373 0.012
C: -0.841 0.996 0.224
C: -0.028 -0.247 0.217
O: 1.983 -1.430 -0.151
S: 2.447 1.236 -0.151
H: -1.032 -1.902 -0.718
H: -1.775 0.729 0.723
H: -1.128 1.445 -0.745
H: -0.186 1.826 0.720
H: -0.513 -1.207 -0.965
H: -0.451 -1.073 0.833

The calculation puts the HOMO energy (alpha / beta) at -8.19 / -8.21 eV. For the LUMO energy (alpha / beta), the calculation gives -2.920 / -2.946 eV. Its energy relative to the best compared isomer or geometry (same formula, charge and spin) is 5.619 eV.

[4]
This record from the Open Molecules 2025 dataset describes a structure of composition C7H10F2N2O4 at a distorted geometry. The level of theory is ωB97M-V/def2-TZVPD.

Atoms and positions in Å:
C: 1.172 0.576 -1.307
C: -2.000 -0.811 1.431
C: -2.293 -0.332 -0.638
C: -1.687 -1.305 0.073
C: -2.505 0.470 0.685
C: 1.702 2.018 -1.459
C: 2.236 0.203 1.640
N: 0.923 -0.150 -0.231
N: -0.828 -2.364 -0.350
O: -0.459 -3.136 0.490
O: 1.299 0.005 -2.524
O: -0.830 -2.535 -1.531
O: 0.993 0.512 1.040
F: -1.657 1.528 0.690
F: -3.712 0.876 1.047
H: -2.873 -1.332 1.936
H: -1.196 -0.683 2.177
H: 1.241 -1.016 -2.557
H: -2.674 -0.268 -1.628
H: 2.039 2.175 -2.412
H: 1.024 2.813 -1.174
H: 2.628 2.094 -0.802
H: 2.153 0.649 2.685
H: 2.990 0.790 1.061
H: 2.314 -0.778 1.660

The calculation puts the HOMO energy (alpha / beta) at -7.11 / -9.65 eV. As for the spin multiplicity: 3. For the LUMO energy (alpha / beta), the calculation gives 0.685 / -3.404 eV. The expectation value of S² is 2.007.

[5]
This record from the Open Molecules 2025 dataset describes a structure of composition C12H32IrN5O6P2 at a distorted geometry. The level of theory is ωB97M-V/def2-TZVPD.

Atoms and positions in Å:
Ir: 0.165 0.106 0.141
C: 2.525 0.323 2.709
C: 2.977 0.651 1.274
N: 2.242 -0.038 0.180
C: 2.770 0.396 -1.148
C: 1.833 -0.048 -2.255
N: 0.430 0.321 -1.946
C: -0.069 1.598 -2.504
C: 0.675 2.853 -2.060
C: 0.781 3.124 -0.548
N: 0.035 2.179 0.317
C: 0.199 2.539 1.757
C: -0.441 1.479 2.634
N: 0.020 0.127 2.225
C: 1.216 -0.433 2.905
H: 2.521 1.252 3.282
H: 3.282 -0.302 3.183
H: 4.039 0.423 1.164
H: 2.877 1.716 1.071
H: 2.415 -1.042 0.265
H: 3.765 -0.022 -1.311
H: 2.874 1.479 -1.114
H: 1.858 -1.135 -2.330
H: 2.153 0.364 -3.213
H: -0.166 -0.414 -2.323
H: -1.123 1.656 -2.233
H: -0.017 1.541 -3.593
H: 0.155 3.687 -2.529
H: 1.678 2.859 -2.490
H: 0.423 4.130 -0.321
H: 1.819 3.094 -0.219
H: -0.963 2.272 0.105
H: -0.259 3.511 1.944
H: 1.264 2.637 1.957
H: -1.523 1.500 2.507
H: -0.219 1.667 3.686
H: -0.727 -0.535 2.414
H: 1.305 -1.453 2.533
H: 1.012 -0.495 3.976
N: -3.227 -3.326 -1.102
C: -2.421 -2.390 -0.228
C: -2.890 -2.617 1.214
P: -2.870 -0.674 -0.729
O: -2.445 -0.676 -2.296
O: -4.318 -0.511 -0.578
O: -1.907 0.272 0.004
P: -0.654 -2.894 -0.369
O: -0.154 -2.354 -1.822
O: -0.589 -4.360 -0.439
O: 0.031 -1.975 0.643
H: -4.228 -3.123 -0.994
H: -3.021 -4.297 -0.836
H: -2.987 -3.212 -2.090
H: -3.949 -2.376 1.312
H: -2.337 -1.971 1.891
H: -2.715 -3.650 1.521
H: -3.167 -0.305 -2.825
H: 0.046 -3.126 -2.370

The calculation puts the HOMO energy at -15.78 eV. Its charge is +2. For the LUMO energy, the calculation gives -4.958 eV.

[6]
This record from the Open Molecules 2025 dataset describes the molecule C6H8BrN at a distorted geometry. The level of theory is ωB97M-V/def2-TZVPD.

Atoms and positions in Å:
C: -0.875 -0.842 -0.247
C: 1.456 1.142 -0.193
C: 0.576 0.580 -2.444
C: 0.626 0.697 0.907
C: 0.134 -0.751 0.797
C: -1.298 -1.058 1.163
N: 1.082 1.085 -1.444
Br: -0.499 1.549 -3.615
H: -0.794 -1.746 -0.828
H: 2.569 1.215 -0.056
H: 1.169 0.942 1.743
H: -0.189 1.402 0.849
H: 0.939 -1.592 0.866
H: -1.276 -0.133 -0.816
H: -1.913 -0.351 1.794
H: -1.706 -2.138 1.524

The calculation puts the HOMO energy (alpha / beta) at -8.01 / -8.01 eV. For the LUMO energy (alpha / beta), the calculation gives 0.071 / 0.072 eV. Its energy relative to the best compared isomer or geometry (same formula, charge and spin) is 3.434 eV.

[7]
This record from the Open Molecules 2025 dataset describes a structure of composition C24H29N3O3PtS. The level of theory is ωB97M-V/def2-TZVPD.

Atoms and positions in Å:
Pt: -1.509 1.361 0.162
O: -2.607 3.805 3.023
C: -2.146 3.603 1.913
O: -2.622 2.651 1.150
C: -1.085 4.532 1.360
C: -0.849 5.676 2.127
C: 0.081 6.628 1.761
C: 0.815 6.436 0.596
C: 0.597 5.315 -0.177
C: -0.354 4.347 0.177
S: -0.475 3.016 -0.976
H: -1.436 5.789 3.028
H: 0.236 7.506 2.374
H: 1.561 7.160 0.292
H: 1.169 5.166 -1.085
C: -1.271 -3.985 0.723
C: -2.046 -3.220 -0.333
N: -2.376 -1.887 0.152
C: -2.075 -1.418 1.401
N: -2.000 -0.134 1.588
C: -1.884 0.372 2.958
C: -2.493 -0.594 3.956
C: -1.849 -1.952 3.786
N: -1.916 -2.347 2.385
C: -1.937 -3.763 2.067
H: -0.244 -3.615 0.776
H: -1.238 -5.045 0.474
H: -2.966 -3.759 -0.579
H: -1.457 -3.144 -1.248
H: -2.442 -1.146 -0.528
H: -2.396 1.331 3.009
H: -0.829 0.549 3.196
H: -3.567 -0.674 3.768
H: -2.353 -0.229 4.973
H: -2.371 -2.711 4.373
H: -0.806 -1.930 4.124
H: -2.965 -4.149 2.053
H: -1.398 -4.287 2.856
C: 4.293 -2.579 -4.708
C: 3.371 -1.885 -3.747
C: 3.863 -1.240 -2.620
C: 3.021 -0.599 -1.725
C: 3.627 0.089 -0.528
C: 1.633 -0.606 -1.973
C: 0.786 0.044 -0.995
O: -0.451 0.061 -1.041
C: 1.114 -1.237 -3.128
C: -0.346 -1.231 -3.483
C: 1.999 -1.868 -3.983
H: 5.326 -2.544 -4.365
H: 4.244 -2.111 -5.692
H: 4.007 -3.624 -4.831
H: 4.931 -1.236 -2.436
H: 4.708 -0.042 -0.535
H: 3.253 -0.317 0.413
H: 3.418 1.160 -0.532
H: 1.270 0.546 -0.157
H: -0.945 -1.756 -2.741
H: -0.493 -1.710 -4.450
H: -0.739 -0.215 -3.528
H: 1.611 -2.355 -4.871

The calculation puts the HOMO energy at -6.74 eV. For the LUMO energy, the calculation gives -0.814 eV. Its energy relative to the best compared isomer or geometry (same formula, charge and spin) is 0.257 eV.

[8]
This record from the Open Molecules 2025 dataset describes a structure of composition C19H38B2CrF4N6O7PS2. The level of theory is ωB97M-V/def2-TZVPD.

Atoms and positions in Å:
Cr: -0.038 -1.568 0.772
C: -1.854 -3.346 4.232
C: -1.497 -2.724 2.933
N: -0.313 -2.485 2.522
O: 0.767 -2.770 3.294
B: 1.758 -1.752 2.889
F: 1.991 -1.948 1.427
F: 2.896 -1.801 3.591
O: 1.097 -0.402 2.992
N: 0.761 0.045 1.728
C: 1.333 1.142 1.404
C: 2.168 1.967 2.335
C: 0.323 0.786 -1.212
N: -0.026 -0.368 -0.802
O: -1.006 -1.012 -1.530
B: -2.389 -0.457 -1.101
F: -2.207 0.825 -0.580
F: -3.201 -0.507 -2.182
O: -2.923 -1.373 -0.050
N: -2.046 -1.657 0.929
C: -2.523 -2.308 1.935
C: -3.958 -2.659 2.102
C: -0.067 1.366 -2.533
H: -0.971 -3.487 4.847
H: -2.336 -4.312 4.067
H: -2.572 -2.713 4.756
H: 3.058 2.331 1.821
H: 2.454 1.382 3.201
H: 1.581 2.826 2.665
H: -4.482 -2.600 1.154
H: -4.430 -1.961 2.798
H: -4.056 -3.659 2.524
H: 0.798 1.334 -3.201
H: -0.377 2.403 -2.420
H: -0.871 0.784 -2.972
C: 1.695 6.879 -3.226
C: 2.377 5.584 -2.877
C: 1.918 4.371 -3.635
O: 2.203 5.334 -1.371
P: 0.996 5.314 -0.455
S: 1.153 5.674 1.334
S: 1.242 1.857 -0.194
O: -0.225 4.970 -1.274
C: -1.748 4.834 -1.016
C: -2.387 5.605 -2.135
C: -2.120 5.283 0.366
H: 1.897 7.104 -4.273
H: 2.075 7.706 -2.627
H: 0.612 6.803 -3.111
H: 3.456 5.684 -2.920
H: 0.834 4.258 -3.604
H: 2.398 3.467 -3.259
H: 2.218 4.498 -4.676
H: -1.887 3.761 -1.131
H: -2.225 6.677 -2.016
H: -3.461 5.418 -2.107
H: -2.015 5.288 -3.109
H: -1.925 6.345 0.520
H: -1.629 4.706 1.149
H: -3.196 5.122 0.457
C: 2.856 -5.164 0.551
N: 1.901 -4.348 -0.200
C: 2.484 -3.235 -0.943
C: 0.574 -4.390 0.002
O: -0.120 -3.310 -0.074
N: -0.040 -5.550 0.217
C: -1.434 -5.614 0.648
C: 0.592 -6.843 -0.046
H: 3.568 -4.491 1.028
H: 3.402 -5.852 -0.095
H: 2.352 -5.722 1.334
H: 3.247 -3.633 -1.612
H: 2.950 -2.515 -0.269
H: 1.721 -2.746 -1.542
H: -1.896 -4.640 0.549
H: -1.502 -5.970 1.678
H: -1.965 -6.316 0.008
H: 1.402 -6.725 -0.759
H: -0.157 -7.497 -0.486
H: 0.967 -7.308 0.865

The calculation puts the HOMO energy (alpha / beta) at -14.12 / -14.13 eV. Its charge is +2. As for the spin multiplicity: 2. For the LUMO energy (alpha / beta), the calculation gives -6.717 / -6.179 eV. The expectation value of S² is 0.762.

[9]
This record from the Open Molecules 2025 dataset describes the molecule C5H8O at a distorted geometry. The level of theory is ωB97M-V/def2-TZVPD.

Atoms and positions in Å:
C: -1.791 -0.144 0.375
C: -0.345 0.195 0.253
C: 0.302 1.033 -0.772
C: 0.734 -0.389 -0.697
C: 1.604 -0.559 0.493
O: 0.408 0.202 1.441
H: -2.050 -1.030 0.963
H: -2.298 0.703 0.823
H: -2.239 -0.304 -0.599
H: 0.987 1.799 -0.422
H: -0.284 1.270 -1.637
H: 0.619 -1.119 -1.504
H: 2.564 -0.030 0.587
H: 1.790 -1.625 0.694

The calculation puts the HOMO energy at -8.83 eV. For the LUMO energy, the calculation gives 1.069 eV. Its energy relative to the best compared isomer or geometry (same formula, charge and spin) is 2.988 eV.